Entry 1:
ORCA calculation (ωB97M-V/def2-TZVPD) on a 8-piece molecular cluster, C30H74N2O14 overall in a non-equilibrium geometry.

Each line ends with the Löwdin spin population.
Positions of all 120 atoms, in Å:
C1 -0.581 3.237 -1.413  0.003
O1 -0.744 4.290 -0.392  0.001
C2 0.399 4.564 0.364  0.000
C3 -0.036 5.624 1.423  0.000
O2 -0.227 6.951 0.793  0.000
C4 -0.876 7.872 1.605  0.000
H1 -0.608 2.240 -0.974  0.001
H2 0.248 3.418 -2.098  0.002
H3 -1.503 3.247 -1.994  0.001
H4 1.312 4.823 -0.172  0.000
H5 0.630 3.684 0.965  0.000
H6 0.647 5.631 2.272  0.000
H7 -1.015 5.317 1.790  0.000
H8 -0.221 8.087 2.450  0.000
H9 -1.902 7.661 1.909  0.000
H10 -1.032 8.859 1.170  0.000
C5 -0.954 0.346 8.481  0.000
O3 -0.581 0.520 7.139  0.000
C6 0.269 -0.515 6.591  0.000
C7 0.362 -0.298 5.031  0.001
O4 -0.625 -1.007 4.408  0.000
C8 -0.715 -0.847 2.990  0.001
H11 -1.446 -0.615 8.630  0.000
H12 -1.685 1.089 8.801  0.000
H13 -0.088 0.359 9.143  0.000
H14 -0.245 -1.472 6.673  0.000
H15 1.172 -0.413 7.192  0.000
H16 1.342 -0.619 4.679  0.000
H17 0.288 0.759 4.776  0.000
H18 -0.609 0.193 2.683  0.000
H19 -1.673 -1.204 2.612  0.000
H20 0.026 -1.425 2.439  0.000
C9 2.330 -3.610 -5.179  0.139
O5 1.028 -3.929 -4.792  0.011
C10 0.531 -3.259 -3.645  0.034
C11 -0.627 -4.050 -3.090  0.010
O6 -1.458 -3.325 -2.238  0.003
C12 -2.358 -4.130 -1.554  0.002
H21 2.522 -4.114 -6.126  0.011
H22 3.128 -3.920 -4.503  0.052
H23 2.442 -2.533 -5.303  0.040
H24 0.152 -2.276 -3.925  0.012
H25 1.355 -3.083 -2.954  0.020
H26 -0.084 -4.769 -2.476  0.007
H27 -1.205 -4.545 -3.871  0.001
H28 -3.204 -4.437 -2.168  0.000
H29 -2.897 -3.567 -0.791  0.000
H30 -1.997 -4.957 -0.942  0.000
C13 2.761 4.236 -3.723  0.032
O7 3.326 4.014 -2.474  0.014
C14 4.029 5.151 -2.006  0.003
C15 4.668 4.910 -0.621  0.003
O8 5.581 3.822 -0.639  0.009
C16 4.966 2.559 -0.333  0.017
H31 1.843 4.818 -3.635  0.003
H32 2.491 3.306 -4.223  0.016
H33 3.461 4.788 -4.351  0.003
H34 3.467 6.079 -1.903  0.001
H35 4.757 5.331 -2.796  0.001
H36 3.889 4.728 0.119  0.000
H37 5.142 5.843 -0.318  0.000
H38 5.763 1.816 -0.352  0.011
H39 4.155 2.258 -0.995  0.002
H40 4.568 2.620 0.680  0.002
C17 -2.789 0.021 -1.521  0.005
O9 -3.424 1.271 -1.901  0.002
C18 -4.633 1.060 -2.592  0.003
C19 -5.479 2.371 -2.748  0.000
O10 -5.161 3.224 -3.790  0.001
C20 -3.809 3.609 -3.758  0.005
H41 -1.923 -0.040 -2.180  0.004
H42 -3.351 -0.909 -1.613  0.000
H43 -2.450 0.074 -0.486  0.000
H44 -5.271 0.363 -2.048  0.000
H45 -4.377 0.644 -3.566  0.002
H46 -5.300 2.886 -1.805  0.000
H47 -6.523 2.059 -2.733  0.000
H48 -3.612 4.223 -2.880  0.000
H49 -3.673 4.263 -4.619  0.001
H50 -3.062 2.815 -3.799  0.004
C21 -0.906 -4.515 1.856  0.001
O11 -2.231 -4.952 1.637  0.000
C22 -2.522 -6.299 1.936  0.000
C23 -4.001 -6.680 1.572  0.000
O12 -4.937 -5.905 2.323  0.000
C24 -5.233 -4.546 1.904  0.000
H51 -0.887 -4.050 2.842  0.000
H52 -0.583 -3.692 1.218  0.001
H53 -0.148 -5.296 1.810  0.000
H54 -2.251 -6.493 2.974  0.000
H55 -1.814 -6.893 1.358  0.000
H56 -4.052 -7.729 1.866  0.000
H57 -4.249 -6.614 0.513  0.000
H58 -6.095 -4.166 2.451  0.000
H59 -5.561 -4.476 0.867  0.000
H60 -4.354 -3.902 1.937  0.000
C25 3.379 -2.086 2.360  0.009
C26 3.017 -3.123 1.324  0.011
O13 2.226 -4.058 1.641  0.012
N1 3.552 -3.053 0.127  0.019
C27 4.251 -1.977 -0.475  0.117
H61 4.442 -2.005 2.586  0.005
H62 2.874 -2.313 3.298  0.001
H63 3.145 -1.067 2.052  0.001
H64 3.201 -3.823 -0.425  0.034
H65 4.141 -2.051 -1.557  0.068
H66 5.306 -2.201 -0.318  0.026
H67 4.055 -0.958 -0.140  0.004
C28 0.612 -1.006 -0.632  0.006
C29 1.292 0.383 -0.301  0.002
O14 1.226 0.874 0.777  0.001
N2 1.878 1.041 -1.298  0.005
C30 2.179 0.527 -2.628  0.080
H68 0.026 -0.902 -1.544  0.002
H69 -0.205 -1.286 0.033  0.001
H70 1.209 -1.915 -0.712  0.005
H71 2.216 1.957 -1.043  0.001
H72 2.680 -0.441 -2.655  0.036
H73 2.850 1.211 -3.147  0.026
H74 1.250 0.416 -3.186  0.024

Output
multiplicity: 2
frontier orbital gap (alpha / beta): 0.073 / 0.346 hartree
HOMO level (alpha / beta): 0.3396 / -7.1280 eV
total energy: -2349.96402 Ha
charge: -1
E_LUMO (alpha / beta): 2.32 / 2.28 eV
⟨S²⟩: 0.75

***

Entry 2:
ORCA calculation (ωB97M-V/def2-TZVPD) on C30H75F2KNO24P5S2 as an isolated structure in a non-equilibrium geometry.

Each line ends with the Löwdin charge.
Positions of all 140 atoms, in Å:
K1 9.725 -6.564 -19.142  0.702
N1 11.571 -6.469 -17.293  -0.353
S1 12.280 -7.231 -16.107  0.429
O1 12.378 -6.485 -14.880  -0.284
O2 13.394 -8.088 -16.433  -0.275
F1 11.119 -8.312 -15.832  -0.195
S2 13.019 -5.566 -17.710  0.634
O3 13.896 -6.246 -18.656  -0.290
O4 13.670 -4.865 -16.576  -0.291
F2 12.352 -4.376 -18.645  -0.230
C1 4.215 -6.656 -15.430  -0.074
C2 4.906 -5.772 -16.442  -0.276
O5 5.864 -4.882 -15.828  -0.165
P1 7.420 -5.332 -15.956  0.522
O6 7.898 -6.021 -17.174  -0.280
O7 8.232 -3.965 -15.614  -0.169
C3 9.508 -3.775 -16.222  -0.265
C4 10.433 -3.353 -15.086  -0.053
O8 7.607 -6.104 -14.534  -0.166
C5 8.611 -7.073 -14.444  -0.322
C6 8.774 -7.760 -13.140  -0.061
H1 3.564 -6.148 -14.718  0.078
H2 3.628 -7.463 -15.869  0.081
H3 5.001 -7.051 -14.786  0.073
H4 5.237 -6.480 -17.203  0.109
H5 4.130 -5.166 -16.909  0.104
H6 10.021 -4.614 -16.692  0.081
H7 9.375 -2.905 -16.865  0.097
H8 11.488 -3.185 -15.306  0.077
H9 10.142 -2.353 -14.766  0.076
H10 10.436 -4.136 -14.327  0.084
H11 8.320 -7.861 -15.139  0.117
H12 9.545 -6.706 -14.870  0.093
H13 9.102 -7.070 -12.363  0.079
H14 7.827 -8.097 -12.719  0.077
H15 9.458 -8.609 -13.123  0.089
C7 10.183 -13.612 -21.136  -0.065
C8 9.170 -14.153 -20.130  -0.297
O9 8.586 -13.060 -19.484  -0.199
P2 9.054 -12.706 -17.943  0.551
O10 8.165 -11.833 -17.141  -0.243
O11 9.337 -14.135 -17.182  -0.200
C9 8.254 -14.758 -16.491  -0.303
C10 8.722 -15.493 -15.263  -0.064
O12 10.505 -12.055 -18.311  -0.174
C11 10.691 -11.073 -19.269  -0.297
C12 10.755 -9.649 -18.676  -0.056
H16 10.415 -14.380 -21.875  0.079
H17 9.730 -12.728 -21.584  0.066
H18 11.148 -13.326 -20.719  0.071
H19 8.385 -14.681 -20.671  0.117
H20 9.614 -14.931 -19.509  0.116
H21 7.525 -13.996 -16.215  0.107
H22 7.819 -15.453 -17.210  0.119
H23 7.873 -16.041 -14.855  0.083
H24 9.482 -16.174 -15.647  0.081
H25 9.103 -14.733 -14.580  0.087
H26 11.698 -11.361 -19.569  0.126
H27 9.967 -11.034 -20.082  0.100
H28 9.789 -9.396 -18.239  0.079
H29 11.628 -9.659 -18.024  0.077
H30 10.986 -8.925 -19.458  0.045
C13 3.866 -10.253 -20.425  -0.064
C14 5.276 -9.727 -20.199  -0.247
O13 5.898 -9.485 -21.509  -0.195
P3 6.918 -8.241 -21.675  0.543
O14 7.649 -7.859 -20.424  -0.297
O15 7.759 -8.731 -23.044  -0.183
C15 8.438 -9.907 -23.002  -0.345
C16 8.835 -10.388 -24.373  -0.051
O16 5.993 -7.030 -22.191  -0.203
C17 5.110 -6.224 -21.326  -0.215
C18 4.061 -5.558 -22.186  -0.057
H31 3.451 -10.502 -19.449  0.079
H32 3.149 -9.536 -20.826  0.075
H33 3.989 -11.158 -21.021  0.081
H34 5.303 -8.928 -19.459  0.104
H35 5.931 -10.458 -19.724  0.119
H36 9.229 -9.828 -22.257  0.122
H37 7.711 -10.663 -22.707  0.111
H38 8.016 -10.753 -24.994  0.084
H39 9.463 -9.658 -24.883  0.076
H40 9.357 -11.336 -24.244  0.076
H41 4.772 -6.924 -20.562  0.105
H42 5.742 -5.486 -20.832  0.108
H43 3.388 -4.988 -21.546  0.083
H44 4.434 -5.001 -23.046  0.079
H45 3.502 -6.352 -22.682  0.077
C19 7.469 -2.215 -24.068  -0.044
C20 8.000 -3.239 -23.043  -0.259
O17 7.304 -2.946 -21.824  -0.212
P4 8.044 -2.995 -20.375  0.499
O18 8.929 -4.189 -20.343  -0.281
O19 6.846 -2.998 -19.273  -0.177
C21 5.942 -1.910 -19.055  -0.259
C22 5.168 -2.167 -17.796  -0.065
O20 8.625 -1.492 -20.361  -0.188
C23 9.305 -0.973 -19.194  -0.232
C24 10.796 -1.374 -19.305  -0.056
H46 7.940 -2.158 -25.049  0.076
H47 6.401 -2.426 -24.133  0.075
H48 7.685 -1.256 -23.598  0.078
H49 7.853 -4.303 -23.224  0.100
H50 9.065 -3.066 -22.891  0.100
H51 6.466 -0.973 -18.868  0.113
H52 5.307 -1.778 -19.931  0.124
H53 4.494 -3.022 -17.741  0.067
H54 5.865 -2.335 -16.975  0.073
H55 4.670 -1.295 -17.371  0.086
H56 9.231 0.113 -19.131  0.121
H57 8.844 -1.359 -18.285  0.091
H58 10.975 -2.417 -19.568  0.052
H59 11.283 -0.659 -19.969  0.078
H60 11.298 -1.273 -18.343  0.080
C25 15.469 -7.386 -23.470  -0.072
C26 14.303 -7.716 -22.556  -0.287
O21 13.093 -7.829 -23.272  -0.164
P5 11.919 -6.816 -22.828  0.609
O22 11.413 -7.017 -21.400  -0.301
O23 12.587 -5.332 -23.148  -0.165
C27 12.320 -4.267 -22.290  -0.325
C28 13.556 -3.434 -22.191  -0.061
O24 10.766 -7.042 -23.997  -0.186
C29 9.635 -6.216 -23.927  -0.307
C30 8.860 -6.296 -25.228  -0.047
H61 15.329 -6.425 -23.966  0.072
H62 16.384 -7.292 -22.886  0.081
H63 15.676 -8.095 -24.271  0.076
H64 14.465 -8.739 -22.216  0.124
H65 14.376 -7.067 -21.683  0.120
H66 11.552 -3.613 -22.703  0.106
H67 11.877 -4.505 -21.323  0.099
H68 14.470 -3.992 -21.984  0.084
H69 13.832 -3.007 -23.156  0.077
H70 13.353 -2.569 -21.560  0.080
H71 9.102 -6.414 -22.996  0.106
H72 10.036 -5.203 -23.924  0.097
H73 8.107 -7.083 -25.166  0.067
H74 8.297 -5.393 -25.462  0.070
H75 9.485 -6.547 -26.084  0.087

Output
frontier orbital gap: 0.347 hartree
HOMO level: -9.2948 eV
total energy: -6351.89107 Ha
ΔE to the lowest compared entry with this formula, charge and spin: 126.6 kcal per mole
E_LUMO: 0.14 eV

***

Entry 3:
ORCA calculation (ωB97M-V/def2-TZVPD) on a 5-piece molecular cluster, C30H75N5 overall in a non-equilibrium geometry.

Each line ends with the Löwdin charge.
Positions of all 110 atoms, in Å:
C1 9.284 24.863 6.203  -0.077
C2 8.248 24.557 5.131  -0.281
N1 7.928 25.690 4.274  -0.177
C3 7.146 25.236 3.130  -0.270
C4 6.878 26.291 2.065  -0.084
C5 7.278 26.791 4.991  -0.229
C6 5.996 26.432 5.742  -0.073
H1 10.223 25.191 5.752  0.077
H2 9.520 23.923 6.708  0.073
H3 8.923 25.601 6.915  0.063
H4 8.580 23.730 4.504  0.108
H5 7.340 24.194 5.646  0.078
H6 7.593 24.356 2.658  0.102
H7 6.185 24.830 3.484  0.073
H8 6.519 25.770 1.175  0.070
H9 6.059 26.956 2.351  0.067
H10 7.750 26.897 1.829  0.079
H11 7.041 27.528 4.226  0.099
H12 8.023 27.193 5.676  0.106
H13 6.173 25.794 6.614  0.054
H14 5.269 25.904 5.123  0.063
H15 5.505 27.320 6.147  0.078
C7 9.018 22.147 0.483  -0.078
C8 8.539 20.775 0.912  -0.252
N2 9.452 19.699 0.573  -0.203
C9 9.739 19.561 -0.835  -0.281
C10 11.153 19.984 -1.204  -0.084
C11 9.183 18.458 1.290  -0.251
C12 9.651 18.493 2.744  -0.083
H16 9.985 22.420 0.905  0.081
H17 8.292 22.872 0.863  0.058
H18 9.060 22.226 -0.601  0.065
H19 8.370 20.749 1.987  0.091
H20 7.579 20.576 0.398  0.107
H21 9.530 18.549 -1.206  0.110
H22 9.028 20.157 -1.430  0.108
H23 11.845 19.573 -0.465  0.072
H24 11.491 19.608 -2.172  0.068
H25 11.241 21.070 -1.173  0.061
H26 9.671 17.638 0.768  0.111
H27 8.089 18.284 1.291  0.111
H28 9.231 17.627 3.261  0.071
H29 9.263 19.371 3.264  0.049
H30 10.736 18.519 2.830  0.072
C13 0.967 18.612 -1.369  -0.089
C14 2.313 18.241 -1.969  -0.252
N3 3.181 17.594 -0.992  -0.202
C15 2.898 16.188 -0.818  -0.259
C16 3.197 15.252 -2.008  -0.090
C17 4.601 17.851 -1.170  -0.252
C18 4.965 19.339 -1.100  -0.083
H31 0.460 19.376 -1.961  0.069
H32 1.069 18.970 -0.342  0.071
H33 0.288 17.760 -1.272  0.065
H34 2.118 17.564 -2.812  0.104
H35 2.780 19.148 -2.340  0.100
H36 3.563 15.811 -0.031  0.109
H37 1.885 15.999 -0.463  0.109
H38 4.268 15.145 -2.170  0.064
H39 2.879 14.245 -1.715  0.071
H40 2.652 15.509 -2.913  0.058
H41 4.912 17.533 -2.181  0.117
H42 5.161 17.330 -0.396  0.113
H43 6.038 19.385 -0.897  0.049
H44 4.532 19.887 -0.257  0.066
H45 4.706 19.885 -2.004  0.063
C19 7.022 21.099 5.135  -0.077
C20 5.714 20.497 4.672  -0.256
N4 5.039 21.251 3.621  -0.169
C21 4.495 22.521 4.075  -0.246
C22 3.825 23.394 3.005  -0.055
C23 4.079 20.399 2.939  -0.266
C24 2.758 20.106 3.671  -0.069
H46 7.650 21.328 4.269  0.059
H47 7.595 20.424 5.770  0.079
H48 6.874 22.038 5.672  0.040
H49 5.983 19.539 4.209  0.112
H50 5.034 20.228 5.491  0.093
H51 5.373 23.109 4.384  0.087
H52 3.936 22.452 5.019  0.089
H53 2.969 23.920 3.420  0.064
H54 3.418 22.704 2.263  0.056
H55 4.507 24.034 2.454  0.059
H56 3.814 20.890 1.998  0.085
H57 4.535 19.466 2.602  0.109
H58 2.918 19.604 4.630  0.064
H59 2.182 21.019 3.806  0.066
H60 2.207 19.372 3.079  0.070
C25 2.540 24.585 6.482  -0.076
C26 2.597 23.262 7.215  -0.255
N5 3.958 22.877 7.595  -0.192
C27 4.594 23.729 8.583  -0.259
C28 6.083 23.455 8.704  -0.080
C29 4.061 21.452 7.856  -0.262
C30 3.413 20.981 9.171  -0.078
H61 1.507 24.935 6.406  0.078
H62 2.971 24.564 5.483  0.043
H63 3.058 25.363 7.043  0.060
H64 1.948 23.337 8.109  0.116
H65 2.199 22.433 6.625  0.110
H66 4.473 24.768 8.283  0.093
H67 4.107 23.616 9.568  0.113
H68 6.540 23.518 7.712  0.053
H69 6.577 24.243 9.278  0.077
H70 6.308 22.494 9.161  0.068
H71 5.107 21.146 7.948  0.100
H72 3.648 20.912 7.005  0.090
H73 3.819 21.484 10.049  0.063
H74 3.591 19.914 9.330  0.072
H75 2.328 21.111 9.167  0.068

Output
frontier orbital gap: 0.324 hartree
HOMO level: -8.0251 eV
total energy: -1461.71724 Ha
ΔE to the lowest compared entry with this formula, charge and spin: 1.5 kcal per mole
E_LUMO: 0.80 eV
structure (SMILES): CCN(CC)CC.CCN(CC)CC.CCN(CC)CC.CCN(CC)CC.CCN(CC)CC

***

Question: Among the records above, which one has the highest total energy?
Answer: C30H75N5